A.
# C2H9O2

2 unconnected molecules or ions with the total composition C2H9O2 (ωB97M-V/def2-TZVPD, the Open Molecules 2025 dataset).

Summary:
E_LUMO = -3.764 eV
HOMO level = -0.6017 hartree
charge = +1

```
13
Properties=species:S:1:pos:R:3:nbo_charge:R:1
O -0.11783 -2.68706 -1.14141 -0.953
H -0.12368 -1.37933 -0.64879 0.573
H -0.40738 -3.58598 -0.75055 0.544
H 0.61298 -2.99565 -1.83060 0.539
C 0.36283 0.60145 0.62986 -0.072
O -0.30944 -0.41605 -0.17089 -0.698
C -0.00986 2.16086 0.49883 -0.667
H -0.01469 0.22715 1.63669 0.220
H 1.35753 0.46576 0.26364 0.219
H -1.29697 -0.15028 -0.20149 0.543
H -0.93465 2.52416 1.00234 0.242
H 0.82132 2.55948 1.20291 0.260
H 0.05985 2.67549 -0.49054 0.250
```

B.
# C2H9O2

2 unconnected molecules or ions with the total composition C2H9O2 (ωB97M-V/def2-TZVPD, the Open Molecules 2025 dataset).

Summary:
E_LUMO = -3.880 eV
HOMO level = -0.6286 hartree
charge = +1

```
13
Properties=species:S:1:pos:R:3:nbo_charge:R:1
O -1.06105 -1.24926 -1.71043 -0.950
H -1.41797 -0.17833 -0.61239 0.584
H -0.46190 -1.50906 -2.36136 0.516
H -1.27267 -2.08423 -1.20797 0.512
C 0.19467 0.80539 0.27125 -0.065
O -0.97855 -0.14737 0.41577 -0.644
C 1.31893 0.44618 1.06298 -0.685
H 0.34845 0.79452 -0.88745 0.221
H -0.34375 1.66886 0.53704 0.189
H -1.44793 0.52276 0.94957 0.537
H 1.32929 0.81249 2.04888 0.249
H 1.48572 -0.71141 0.99680 0.260
H 2.30676 0.82947 0.49728 0.278
```

Structures ranked by computed energy, the most stable listed first: A, B.